Molecular formula: C35H34N4O10
Method: DFT, wB97M-V/def2-TZVPD

```
83
Properties=species:S:1:pos:R:3:forces:R:3:lowdin_charge:R:1
C 0.39874 -3.22041 -2.51904 -0.40 0.07 -0.35 -0.0184
C -0.01085 -1.79341 -2.81263 -0.40 -1.50 1.04 -0.1832
C 0.62045 -1.06251 -3.69330 -0.03 1.11 -0.60 0.0414
C 0.12387 0.33672 -3.92488 -1.20 -2.13 0.35 -0.3807
O 0.85309 1.19447 -4.28748 1.31 1.84 -1.22 0.0882
C -1.33621 0.55029 -3.69289 1.16 0.63 -0.98 0.0574
C -1.99514 -0.19134 -2.83985 -0.70 -0.15 0.61 -0.1449
C -3.46973 0.06117 -2.63163 0.01 -0.71 0.25 -0.1144
C -4.32422 -1.19885 -2.34300 -1.28 0.60 -1.22 -0.3592
C -3.83963 -2.46453 -3.07836 0.97 -0.37 1.11 -0.0674
C -5.78152 -0.88444 -2.84826 0.26 0.20 0.41 -0.0620
C -1.19942 -1.22478 -2.08957 -0.16 0.76 -1.66 -0.3243
O -1.52854 -1.56402 -1.00194 -0.30 -0.82 1.80 0.1613
H -0.36239 -3.73920 -1.93701 0.21 0.11 0.25 0.0775
H 0.45386 -3.74578 -3.47771 0.15 0.02 0.09 0.0874
H 1.37869 -3.27744 -2.04592 -0.14 -0.04 0.16 0.0888
H 1.47546 -1.45777 -4.22935 0.13 0.36 -0.06 0.1362
H -1.81856 1.34194 -4.25548 0.14 0.13 0.05 0.1343
H -3.83964 0.51521 -3.55614 0.17 -0.04 0.01 0.1108
H -3.65426 0.80684 -1.85127 0.18 -0.13 0.06 0.1351
H -4.38578 -1.33745 -1.26470 0.26 -0.33 -0.10 0.1259
H -3.11437 -2.26750 -3.87695 -0.30 0.15 -0.10 0.0882
H -4.63729 -3.10108 -3.45621 -0.09 0.28 -0.06 0.0538
H -3.29875 -3.07245 -2.33944 0.02 -0.06 -0.27 0.0664
H -6.06689 -1.56326 -3.65200 -0.09 -0.01 0.14 0.0669
H -5.87270 0.12941 -3.25298 0.03 -0.06 0.15 0.0644
H -6.49729 -0.97119 -2.02773 -0.06 -0.10 -0.19 0.0746
O 4.82208 1.42199 1.54605 -0.16 0.35 -0.43 0.0427
N 4.21941 2.46958 1.36392 0.04 0.02 0.07 -0.3259
O 4.24463 3.41314 2.13190 0.04 -0.20 -0.08 0.0826
C 3.41214 2.59220 0.14626 -0.16 0.00 -0.22 -0.1437
C 3.33613 1.51948 -0.72710 0.05 -0.26 -0.06 0.0017
C 2.55458 1.63034 -1.86512 -0.03 0.18 0.12 -0.0543
C 1.86045 2.80842 -2.12294 0.14 0.15 0.27 -0.0476
C 1.95578 3.87904 -1.24071 0.07 -0.26 -0.19 -0.0520
C 2.73409 3.77260 -0.10022 -0.06 0.27 0.07 -0.0074
H 3.87339 0.60257 -0.53086 0.04 0.08 0.13 0.1172
H 2.48351 0.79961 -2.55064 0.06 0.01 -0.01 0.0905
H 1.24791 2.89399 -3.00623 0.04 0.00 -0.02 0.0920
H 1.42037 4.79501 -1.44072 0.01 0.00 0.08 0.0907
H 2.80222 4.60623 0.58293 0.09 -0.10 0.07 0.1072
O 0.19871 5.05868 1.42828 0.03 0.22 -0.08 0.0859
N 0.48430 6.20710 1.14968 -0.05 -0.10 -0.14 -0.3337
O 0.81976 6.58784 0.03918 -0.08 -0.03 0.29 0.0647
C 0.42579 7.20643 2.22490 0.01 0.23 0.23 -0.1436
C 0.08468 6.80314 3.50435 -0.06 -0.21 0.17 -0.0003
C 0.05234 7.74378 4.52111 0.03 0.13 -0.07 -0.0636
C 0.35552 9.07149 4.25011 0.00 0.01 0.01 -0.0699
C 0.68676 9.46336 2.95981 -0.04 -0.08 0.12 -0.0646
C 0.72368 8.52754 1.93870 0.08 0.19 -0.19 -0.0025
H -0.15161 5.77060 3.71830 0.05 -0.02 -0.16 0.1207
H -0.20666 7.44115 5.52683 0.00 -0.03 -0.03 0.1091
H 0.33465 9.80339 5.04771 -0.01 -0.01 -0.02 0.1079
H 0.91989 10.49878 2.75068 0.00 -0.03 -0.03 0.1087
H 0.98475 8.83485 0.93618 -0.01 -0.16 -0.02 0.1193
O -4.99504 -4.60981 -0.78484 -0.06 -0.08 -0.16 0.0783
N -5.36165 -5.21484 -1.77404 -0.12 0.19 0.11 -0.3482
O -6.22391 -4.82676 -2.54138 0.13 -0.08 0.08 0.0663
C -4.72138 -6.50551 -2.06081 0.14 -0.29 -0.07 -0.1458
C -3.76215 -6.99260 -1.18966 0.15 0.03 0.23 -0.0018
C -3.17565 -8.22069 -1.45078 -0.06 -0.04 -0.13 -0.0648
C -3.54843 -8.94420 -2.57585 0.01 -0.02 -0.01 -0.0714
C -4.50516 -8.43876 -3.44614 0.09 -0.01 0.12 -0.0659
C -5.09763 -7.21251 -3.18968 -0.15 -0.02 -0.22 -0.0030
H -3.47000 -6.43173 -0.31335 -0.12 0.10 -0.06 0.1207
H -2.42908 -8.61576 -0.77487 -0.01 0.04 0.01 0.1090
H -3.09242 -9.90592 -2.77457 0.00 0.02 0.00 0.1076
H -4.79193 -9.00296 -4.32348 -0.02 0.04 0.01 0.1084
H -5.84402 -6.82313 -3.86716 -0.01 0.12 0.12 0.1195
O 5.80058 -3.62522 6.77230 0.00 0.09 -0.21 0.0690
N 5.79391 -3.10400 5.67122 0.02 -0.22 0.02 -0.3524
O 5.97345 -3.69961 4.62429 -0.04 0.10 0.20 0.0707
C 5.55602 -1.65479 5.60181 -0.04 0.30 -0.05 -0.1512
C 5.38364 -0.94131 6.77561 -0.01 0.01 0.29 -0.0121
C 5.18177 0.42787 6.70823 -0.01 0.04 -0.16 -0.0713
C 5.15021 1.06699 5.47479 0.00 -0.04 0.05 -0.0631
C 5.31491 0.33917 4.30300 0.04 0.11 0.04 -0.0538
C 5.51993 -1.03120 4.36575 0.01 0.00 -0.18 0.0046
H 5.40763 -1.43564 7.73614 0.04 -0.13 -0.10 0.1163
H 5.05163 0.99832 7.61865 0.00 -0.04 0.00 0.1048
H 4.99741 2.13820 5.42507 0.00 -0.02 -0.02 0.1072
H 5.28633 0.84168 3.33934 0.05 -0.22 0.44 0.0676
H 5.65079 -1.59626 3.45387 0.02 -0.11 0.11 0.1191
```
Forces are in eV/Å.

Properties
* 2S+1: 1
* E_tot: -63269.740 eV
* structure (SMILES): CC1=CC(=O)C=C(CC(C)C)C1=O.O=[N+]([O-])c1ccccc1.O=[N+]([O-])c1ccccc1.O=[N+]([O-])c1ccccc1.O=[N+]([O-])c1ccccc1
* charge: 0